# 1
Here is 8 unconnected molecules or ions with the total composition C16H32F6NO22PS4 at a distorted geometry from the OMol25 dataset. Energies are from wB97M-V/def2-TZVPD.

Geometry as XYZ:
```
82
Properties=species:S:1:pos:R:3:mulliken_charge:R:1
N 0.31 -0.30 0.29 1.463
H -0.46 -0.19 -0.35 0.228
H 0.06 0.05 1.21 -0.158
H 1.14 0.14 -0.06 -0.634
H 0.53 -1.27 0.46 0.564
P 0.44 1.75 3.47 1.234
F 0.43 1.19 5.04 -0.426
F 1.78 0.86 3.33 -0.362
F -0.55 0.61 2.88 -0.413
F 0.55 2.13 1.91 -0.338
F -0.98 2.54 3.71 -0.410
F 1.35 3.09 3.84 -0.436
C -0.85 -4.95 5.73 -1.391
C 0.10 -4.86 4.50 0.351
C -0.49 -5.52 3.25 -0.513
O -0.37 -4.57 2.24 -0.280
C 0.03 -3.41 2.78 0.226
O 0.12 -2.34 2.17 -0.349
O 0.29 -3.54 4.10 -0.291
H -0.73 -5.94 6.18 0.383
H -1.89 -4.76 5.46 0.367
H -0.44 -4.24 6.45 0.345
H 1.10 -5.19 4.78 0.316
H -1.53 -5.80 3.45 0.296
H 0.04 -6.45 3.05 0.315
C -5.50 3.62 0.47 -1.333
C -4.88 2.97 -0.80 0.345
C -4.02 3.96 -1.57 -0.623
O -2.83 3.29 -1.85 -0.239
C -2.73 2.29 -0.90 0.214
O -1.70 1.61 -0.68 -0.312
O -3.90 2.04 -0.39 -0.292
H -5.64 4.65 0.16 0.394
H -4.87 3.54 1.36 0.349
H -6.54 3.30 0.59 0.340
H -5.67 2.56 -1.43 0.320
H -3.93 4.82 -0.91 0.363
H -4.52 4.31 -2.47 0.314
C -4.67 -3.12 -0.68 -0.413
C -3.89 -4.32 -0.13 -0.270
O -2.49 -4.03 -0.25 -0.371
S -2.26 -2.36 -0.54 1.223
O -1.14 -2.06 -1.40 -0.478
O -2.39 -1.69 0.72 -0.522
O -3.73 -2.30 -1.32 -0.355
H -5.01 -2.54 0.17 0.254
H -5.55 -3.42 -1.26 0.361
H -4.15 -5.16 -0.77 0.324
H -4.09 -4.41 0.94 0.235
C 4.69 1.95 2.61 -0.334
C 3.79 2.68 1.56 -0.458
O 3.26 1.61 0.71 0.007
S 4.13 0.22 0.75 1.080
O 5.15 0.23 -0.35 -0.646
O 3.20 -0.85 0.94 -0.440
O 4.91 0.62 2.18 -0.373
H 4.19 2.03 3.57 0.231
H 5.66 2.43 2.67 0.319
H 4.35 3.43 1.01 0.361
H 2.94 3.16 2.02 0.292
C 1.60 -1.62 -5.94 -0.288
C 2.14 -0.16 -5.88 -0.421
O 2.32 0.18 -4.52 -0.150
S 1.31 -0.58 -3.55 1.108
O -0.05 -0.08 -3.68 -0.532
O 1.85 -0.82 -2.21 -0.429
O 1.42 -1.97 -4.59 -0.516
H 2.24 -2.42 -6.31 0.275
H 0.75 -1.74 -6.61 0.247
H 1.48 0.55 -6.39 0.302
H 3.10 0.09 -6.31 0.318
C 3.28 3.30 -3.75 -0.155
C 3.92 2.90 -2.41 -0.353
O 3.19 3.57 -1.43 -0.339
S 1.58 3.28 -1.79 0.858
O 0.66 4.30 -1.20 -0.600
O 1.30 1.84 -1.49 0.073
O 1.91 3.40 -3.43 -0.363
H 3.44 2.52 -4.50 0.105
H 3.63 4.26 -4.12 0.324
H 4.94 3.26 -2.36 0.386
H 3.86 1.84 -2.16 0.197
```

The frontier orbital gap comes out at 10.7 eV. The value obtained for the HOMO energy is -10.329 eV. As for the largest force on an atom: 5.027 eV/A. As for the energy: -4872.26012 Ha.



# 2
Here is 30 unconnected molecules or ions with the total composition H60O30 at a distorted geometry from the OMol25 dataset. Energies are from wB97M-V/def2-TZVPD.

Geometry as XYZ:
```
90
Properties=species:S:1:pos:R:3:mulliken_charge:R:1
O -1.32 1.34 0.15 -0.742
O -0.93 -2.21 -0.07 0.029
O -1.18 0.02 -2.37 -0.323
O -0.67 0.77 2.85 -0.521
O 1.50 -0.61 -2.96 -0.788
O 1.33 -3.09 -1.42 -0.717
O -3.83 0.39 0.60 -0.814
O -1.23 3.21 -1.70 -0.587
O 1.11 -1.34 3.49 -0.682
O -3.82 -2.31 0.19 -0.523
O 3.83 0.54 -1.60 -0.720
O 2.91 0.75 2.73 -0.687
O 0.78 3.31 2.62 -0.659
O 1.26 3.51 -2.77 -0.713
O -3.17 0.17 3.61 -0.655
O -2.76 -3.58 2.17 -0.566
O 3.08 3.32 1.07 -0.614
O 1.52 1.55 -4.72 -0.663
O -4.75 1.57 -2.12 -0.632
O -2.32 -4.99 -0.74 -0.682
O -0.57 -0.78 -5.42 -0.649
O 3.70 -3.75 -0.18 -0.663
O -0.53 -5.31 1.26 -0.673
O 4.78 1.14 0.94 -0.704
O -3.39 -3.64 -2.83 -0.647
O -1.22 -3.59 4.39 -0.630
O -3.01 4.17 2.40 -0.600
O 3.94 3.11 -2.60 -0.716
O 5.50 -1.36 0.17 -0.662
O -0.81 5.49 1.23 -0.661
H -1.38 2.20 -0.30 0.313
H -1.15 1.53 1.05 0.188
H -0.75 -1.43 0.31 0.142
H -1.91 -2.36 0.11 -0.063
H -1.44 0.55 -1.68 0.211
H -1.69 -0.78 -2.25 0.196
H -0.18 -0.06 2.83 0.312
H 0.03 1.46 2.88 0.301
H 2.22 -0.37 -2.38 0.412
H 0.72 -0.16 -2.69 0.406
H 0.68 -3.05 -0.67 0.380
H 1.08 -2.35 -2.00 0.339
H -4.29 1.05 1.24 0.384
H -2.93 0.79 0.37 0.481
H -0.34 3.48 -2.07 0.357
H -1.88 3.41 -2.37 0.230
H 0.82 -1.23 4.43 0.300
H 1.37 -2.26 3.44 0.239
H -4.58 -2.61 -0.39 0.203
H -3.86 -1.36 0.43 0.350
H 4.05 0.77 -0.67 0.269
H 4.51 0.11 -2.09 0.315
H 3.11 1.00 3.65 0.261
H 2.32 -0.06 2.81 0.324
H 0.20 3.85 2.10 0.285
H 0.61 3.56 3.51 0.242
H 1.44 2.90 -3.50 0.384
H 2.15 3.67 -2.46 0.354
H -2.30 0.41 3.19 0.409
H -3.49 -0.61 3.15 0.284
H -2.26 -4.40 2.08 0.330
H -3.25 -3.35 1.37 0.375
H 2.35 3.15 1.67 0.394
H 3.00 2.63 0.42 0.248
H 1.84 0.72 -4.27 0.400
H 1.97 1.60 -5.61 0.290
H -4.52 0.94 -1.43 0.367
H -4.55 2.53 -1.88 0.287
H -2.50 -4.25 -1.29 0.426
H -1.63 -4.70 -0.08 0.355
H -0.47 -0.30 -4.61 0.311
H -1.44 -0.45 -5.75 0.290
H 4.13 -2.83 -0.18 0.329
H 2.95 -3.65 -0.72 0.428
H -0.86 -6.03 1.84 0.291
H 0.26 -4.99 1.69 0.272
H 4.11 1.05 1.62 0.482
H 5.40 1.87 1.16 0.272
H -3.97 -2.97 -3.24 0.279
H -2.90 -4.07 -3.56 0.284
H -1.85 -3.10 3.85 0.344
H -1.60 -3.57 5.33 0.294
H -2.35 4.34 1.70 0.347
H -2.61 4.05 3.29 0.281
H 3.91 2.17 -2.37 0.473
H 4.40 3.51 -1.84 0.291
H 5.33 -0.39 0.24 0.389
H 6.41 -1.37 -0.15 0.301
H -1.38 5.78 0.42 0.322
H -0.83 6.20 1.91 0.305
```

The frontier orbital gap comes out at 9.0 eV. The value obtained for the HOMO energy is -9.611 eV. As for the largest force on an atom: 5.568 eV/A. The calculation puts the energy above the lowest of the compared OMol25 structures with the same formula, charge and spin at 331.91 kJ/mol. As for the energy: -2293.22493 Ha.



# 3
Here is a molecular structure, C33H37BN4NbO9PS2Se at a distorted geometry from the OMol25 dataset. Energies are from wB97M-V/def2-TZVPD.

Geometry as XYZ:
```
89
Properties=species:S:1:pos:R:3:mulliken_charge:R:1
Nb 10.90 12.38 12.02 -0.217
C 7.64 9.97 12.47 -0.760
C 7.64 9.71 13.79 -0.726
C 8.83 9.83 14.56 -0.781
C 9.96 10.40 13.97 -0.119
N 9.93 10.73 12.63 0.505
C 8.95 10.02 11.79 -0.042
C 11.11 10.91 14.63 0.516
C 11.50 10.78 15.95 -0.753
C 12.58 11.51 16.42 -0.882
C 13.30 12.34 15.54 -0.974
C 12.95 12.39 14.21 0.692
N 11.89 11.64 13.75 0.763
C 13.66 13.12 13.19 0.546
C 14.98 13.60 13.32 -1.112
C 15.50 14.26 12.21 -0.675
C 14.73 14.51 11.07 -1.116
C 13.47 14.03 10.98 -0.710
N 13.02 13.20 11.98 0.842
H 6.75 10.13 11.84 0.406
H 6.74 9.46 14.37 0.382
H 8.91 9.40 15.55 0.376
H 9.33 8.99 11.67 0.293
H 10.98 10.06 16.60 0.395
H 12.82 11.45 17.45 0.531
H 14.05 13.03 15.92 0.470
H 15.52 13.50 14.26 0.426
H 16.45 14.76 12.31 0.477
H 15.18 15.04 10.23 0.449
H 12.81 14.15 10.17 0.609
O 12.38 10.67 6.01 -0.551
C 12.29 10.92 7.21 0.038
C 12.82 10.00 8.35 0.356
O 13.33 8.88 8.21 -0.647
C 12.34 10.63 9.55 -0.071
C 11.64 11.77 9.24 0.653
O 11.02 12.54 10.14 1.665
C 11.54 12.05 7.85 -0.258
O 10.92 12.98 7.39 -0.533
O 12.53 10.16 10.79 0.392
C 9.80 17.99 9.48 -1.330
C 10.57 16.71 9.66 0.570
C 11.32 16.38 8.38 -1.175
O 9.71 15.50 9.92 0.034
P 8.86 15.17 11.25 0.758
S 7.92 16.65 12.03 -0.405
S 10.19 14.44 12.77 -0.827
O 8.05 13.89 10.83 -0.268
C 6.83 13.94 9.94 0.483
C 6.73 15.16 9.08 -1.342
C 5.65 13.82 10.93 -1.130
H 10.44 18.90 9.24 0.375
H 9.20 18.21 10.38 0.304
H 9.02 17.91 8.70 0.283
H 11.21 16.74 10.56 0.229
H 10.62 16.01 7.59 0.284
H 12.00 15.56 8.50 0.122
H 11.91 17.23 7.97 0.408
H 6.90 13.02 9.38 0.216
H 6.37 16.09 9.63 0.301
H 6.00 14.95 8.29 0.522
H 7.69 15.43 8.60 0.223
H 5.71 14.62 11.69 0.240
H 5.63 12.83 11.41 0.198
H 4.73 13.94 10.31 0.408
C 16.51 7.85 10.27 -1.871
C 15.76 8.44 11.44 1.326
C 16.79 9.10 12.38 -1.777
O 14.92 9.52 10.82 -0.369
B 13.63 9.23 11.07 0.218
O 13.39 8.16 11.88 -0.362
C 14.70 7.49 12.13 1.935
C 14.86 7.49 13.66 -1.894
C 14.62 6.11 11.53 -1.841
H 17.17 8.66 9.84 0.429
H 15.79 7.54 9.48 0.357
H 17.22 7.01 10.51 0.333
H 17.46 9.68 11.70 0.428
H 17.43 8.37 12.93 0.332
H 16.32 9.79 13.09 0.287
H 14.79 8.52 14.01 0.282
H 15.81 7.05 13.97 0.361
H 14.03 6.88 14.07 0.437
H 14.61 6.20 10.43 0.320
H 13.74 5.59 11.91 0.435
H 15.51 5.51 11.78 0.388
Se 8.15 9.55 7.98 0.008
C 8.76 10.26 9.42 -0.003
N 9.02 10.76 10.53 -0.094
```

The frontier orbital gap (spin up / spin down) comes out at 4.8 / 4.8 eV. The value obtained for the HOMO energy (spin up / spin down) is -5.837 / -5.853 eV. As for the largest force on an atom: 3.823 eV/A. The calculation puts the energy above the lowest of the compared OMol25 structures with the same formula, charge and spin at 134.25 kJ/mol. As for the energy: -5797.06188 Ha.



The lowest energy belongs to which entry? C33H37BN4NbO9PS2Se